1.
Formula: C44H35BrGeN6O2S2Ti
Source: OMol25
Level of theory: wB97M-V/def2-TZVPD

- maximum force (eV/A) = 1.54
- <S²> = 0.759
- HOMO level (spin up / spin down) (eV) = -9.61 / -9.66
- M (g mol⁻¹) = 944.32

Geometry as ORCA input:
```
! wB97M-V def2-TZVPD RIJCOSX def2/J DEFGRID3
* xyz 1 2
Br 0.031 -3.533 -4.895
Ge -1.250 1.920 -0.427
Ti 0.326 -0.261 -0.177
S 2.097 -2.686 0.816
S 4.596 -0.254 0.197
O 0.846 -3.341 0.507
O 2.287 -2.160 2.145
N 2.316 0.793 -0.316
N 0.176 0.218 1.899
N -1.463 -1.289 0.328
N 0.374 -0.338 -2.356
N 6.666 -6.116 -0.619
N 2.106 -1.453 -0.253
C 0.876 1.002 4.038
C 0.344 -0.702 -5.106
C -0.450 4.299 -1.983
C -0.317 3.635 -0.764
C -2.711 1.833 -1.771
C -3.979 1.103 2.690
C 3.333 -4.608 -0.652
C 0.502 0.706 -3.183
C -3.296 -3.046 1.450
C 2.908 -0.369 -0.122
C -1.870 2.868 2.346
C 0.230 -1.780 -4.242
C -1.800 -1.552 4.490
C -1.579 -1.391 1.680
C 5.600 -5.342 -0.267
C -0.739 -0.576 2.504
C -2.569 -2.344 3.716
C -0.032 0.184 4.663
C -4.711 2.854 -2.687
C 0.540 4.191 0.188
C 3.442 -3.725 0.419
C 5.689 -4.450 0.813
C -3.966 0.739 -3.537
C 1.094 6.009 -1.285
C 1.232 5.368 -0.061
C 0.273 -1.565 -2.878
C -2.477 -2.278 2.290
C -0.862 -0.649 3.899
C 4.470 1.469 0.088
C 0.961 0.974 2.649
C -2.518 2.787 3.574
C -2.262 -2.021 -0.434
C -2.897 0.768 -2.649
C 4.618 -3.652 1.153
C 0.252 5.469 -2.246
C -3.645 2.870 -1.798
C 3.209 1.836 -0.226
C -2.255 2.064 1.276
C 4.398 -5.408 -0.994
C -3.567 1.897 3.752
C 0.499 0.560 -4.555
C -3.328 1.190 1.467
C -4.874 1.786 -3.560
C -3.198 -2.906 0.086
H -2.206 3.430 4.389
H 0.593 1.680 -2.718
H 0.670 3.704 1.150
H 2.403 -4.670 -1.203
H -1.869 -1.589 5.569
H 6.550 -6.852 -1.291
H -2.158 -1.893 -1.505
H 1.533 1.649 4.600
H 1.633 6.926 -1.484
H -3.540 3.705 -1.113
H 2.861 2.846 -0.382
H -5.708 1.770 -4.249
H -5.419 3.672 -2.694
H 4.312 -6.100 -1.822
H 0.599 1.431 -5.187
H 7.463 -6.175 -0.013
H 0.316 -0.849 -6.176
H -1.059 3.579 2.230
H 6.605 -4.398 1.388
H -3.275 -3.039 4.152
H 1.693 1.573 2.123
H -2.206 -0.067 -2.644
H 4.681 -2.979 1.998
H -0.110 0.166 5.743
H -3.671 0.573 0.640
H -3.824 -3.474 -0.586
H -1.117 3.902 -2.740
H 0.221 -2.396 -2.182
H 5.327 2.103 0.236
H -4.090 -0.103 -4.208
H 0.132 5.965 -3.201
H 1.879 5.788 0.700
H -4.076 1.838 4.706
H -4.814 0.423 2.810
H -4.006 -3.737 1.887
*
```

These are the Löwdin partial charges, in e, on atoms 1 to 8: atom 1 (Br): 0.8018, atom 2 (Ge): 0.9739, atom 3 (Ti): 0.9063, atom 4 (S): 0.5806, atom 5 (S): 1.1076, atom 6 (O): -0.3114, atom 7 (O): -0.2925, atom 8 (N): -0.0475

=====

2.
Formula: C44H35FO18PS
Source: OMol25
Level of theory: wB97M-V/def2-TZVPD

- maximum force (eV/A) = 6.99
- HOMO level (eV) = -4.80
- M (g mol⁻¹) = 933.79

Geometry as ORCA input:
```
! wB97M-V def2-TZVPD RIJCOSX def2/J DEFGRID3
* xyz -1 1
S 8.680 0.024 0.982
P 4.917 0.063 0.913
F 8.294 -1.590 0.526
O 2.065 0.123 2.129
O 9.015 0.898 -0.287
O 6.238 -0.341 2.025
O -6.054 -5.618 2.618
O -7.327 -0.653 1.203
O 5.274 -8.049 0.701
O -1.771 0.164 -3.082
O 1.707 2.373 -3.587
O 5.312 5.702 -1.538
O -3.958 5.011 -1.011
O 1.892 -2.451 -5.913
O 9.857 0.104 2.030
O -5.828 2.263 0.884
O 5.016 1.823 1.110
O -1.540 -3.205 0.080
O -1.784 1.055 1.798
O 4.001 -3.084 -0.714
O -9.491 4.877 3.715
C -7.550 2.159 2.488
C 4.294 -4.226 -0.389
C 3.635 5.331 -3.152
C 4.482 4.936 -2.009
C -5.647 -2.291 1.422
C -0.928 -0.437 -3.733
C -0.517 -1.084 -0.001
C -6.848 4.323 1.398
C -0.750 -1.897 -3.597
C -2.518 4.372 0.742
C 4.981 -6.906 0.376
C -0.048 0.268 -4.687
C 1.235 -0.643 1.658
C 1.042 -1.998 2.210
C 2.730 4.494 -3.668
C -8.647 4.276 3.064
C 1.049 -1.849 -5.262
C -1.973 3.377 1.448
C -7.034 -1.795 1.528
C -7.768 4.981 2.111
C 6.477 2.012 0.905
C -7.734 -3.980 2.398
C 3.594 -6.410 0.481
C 7.152 0.782 1.757
C -5.328 -3.539 1.779
C 4.289 3.580 -1.457
C -3.457 4.101 -0.365
C 0.389 -0.247 0.515
C -2.285 1.965 1.152
C -8.470 2.817 3.201
C -8.053 -2.732 2.041
C -6.671 2.864 1.535
C 3.275 -5.163 0.124
C 0.137 -2.835 1.694
C 0.169 -2.555 -4.309
C -6.347 -4.475 2.293
C 3.384 2.744 -1.973
C 6.000 -5.970 -0.137
C -0.710 -2.440 0.551
C -3.769 2.689 -0.661
C 0.871 -0.390 -5.399
C 5.681 -4.722 -0.494
C -3.224 1.694 0.046
C 2.537 3.139 -3.116
H 1.670 -2.273 3.049
H 6.620 2.015 -0.276
H -1.145 -0.809 -0.840
H 1.524 0.112 -6.103
H -2.299 5.413 0.946
H 4.736 -1.363 0.776
H -0.017 -3.833 2.086
H -9.122 2.315 3.905
H -4.911 -1.592 1.043
H -4.316 -3.918 1.709
H -1.403 -2.398 -2.892
H -0.190 1.338 -4.775
H 5.843 -0.037 -0.188
H -7.408 1.088 2.577
H -8.470 -4.678 2.777
H 0.311 -3.625 -4.221
H 0.542 0.750 0.122
H 7.285 1.256 2.820
H 3.789 6.329 -3.545
H -9.066 -2.353 2.111
H 3.230 1.746 -1.581
H 3.938 0.328 -0.119
H 3.942 0.011 1.982
H 2.858 -7.109 0.860
H 2.263 -4.784 0.195
H 6.998 2.962 1.350
H 6.417 -4.023 -0.873
H 7.013 -6.349 -0.207
H -6.196 4.825 0.694
H -1.283 3.559 2.263
H -4.459 2.507 -1.476
H -3.444 0.652 -0.158
H 2.102 4.769 -4.507
H -7.910 6.052 2.022
H 4.917 3.306 -0.618
*
```

These are the Löwdin partial charges, in e, on atoms 1 to 8: atom 1 (S): 0.9376, atom 2 (P): 0.4751, atom 3 (F): -0.2568, atom 4 (O): 0.0431, atom 5 (O): -0.3857, atom 6 (O): -0.3912, atom 7 (O): 0.1017, atom 8 (O): 0.0802

=====

3.
Formula: C44H36I2IrN13O2
Source: OMol25
Level of theory: wB97M-V/def2-TZVPD

- maximum force (eV/A) = 1.22
- <S²> = 0.788
- HOMO level (spin up / spin down) (eV) = -13.98 / -13.98
- M (g mol⁻¹) = 1224.89

Geometry as ORCA input:
```
! wB97M-V def2-TZVPD RIJCOSX def2/J DEFGRID3
* xyz 3 2
Ir 0.902 0.818 1.521
I 2.496 8.115 2.777
I 2.592 4.064 -1.655
O 2.128 2.222 0.755
O -0.980 -4.167 -2.496
N -0.423 2.428 1.535
N -2.212 -2.007 2.117
N 2.667 -0.185 -2.188
N 1.960 -0.957 2.095
N -2.227 0.947 -3.032
N 1.451 0.096 -2.708
N -1.684 -2.056 3.354
N 1.206 0.214 -0.561
N -1.359 -6.289 -2.988
N -0.687 -0.463 2.146
N -1.035 2.987 -3.288
N 2.220 1.395 3.144
N -0.895 -5.721 -4.069
C 2.236 3.458 1.290
C 1.875 -2.127 1.442
C -2.686 2.787 -1.592
C 3.066 -2.097 3.881
C -3.325 -2.896 1.768
C 2.401 0.318 4.105
C -0.658 -4.423 -3.781
C -1.979 -5.410 -0.726
C 0.578 0.331 -1.729
C -2.259 -6.642 -0.111
C -1.354 4.902 -1.873
C 2.404 6.132 2.144
C 0.320 -2.212 -3.975
C -0.199 -3.513 -5.995
C -1.093 2.709 2.663
C -0.490 3.278 0.515
C -1.206 4.454 0.553
C 3.004 -3.291 3.186
C 1.317 0.106 -4.159
C -2.844 -6.639 1.141
C -1.803 3.886 2.809
C 2.247 5.109 3.060
C -0.779 -1.118 3.342
C -3.166 -5.435 1.763
C -1.207 5.334 -0.625
C 2.512 5.825 0.792
C -2.294 -4.201 -0.084
C 2.377 -3.306 1.950
C 2.514 -0.956 3.324
C -1.345 1.743 -3.627
C 2.492 -0.095 -0.903
C -2.896 -4.206 1.152
C -2.915 1.495 -2.030
C 2.428 4.510 0.381
C 0.201 -2.436 -6.762
C -1.844 4.785 1.746
C 2.024 2.731 3.730
C -1.602 -1.070 1.395
C 0.736 -1.160 -4.744
C -0.164 -3.389 -4.593
C -1.437 -5.343 -2.032
C 0.654 -1.277 -6.145
C 2.157 3.780 2.652
C -1.688 3.510 -2.245
H 1.056 2.740 4.233
H 2.664 6.612 0.065
H 2.197 5.340 4.118
H -2.304 4.097 3.743
H -3.685 0.880 -1.576
H -1.030 1.986 3.465
H 1.399 -2.093 0.472
H -3.874 -3.050 2.693
H 2.286 -4.218 1.378
H 1.546 0.296 4.785
H -1.273 5.601 -2.698
H -2.023 -7.567 -0.620
H 0.086 3.013 -0.364
H 3.293 0.470 4.718
H -2.108 -3.266 -0.598
H -1.088 6.395 -0.433
H 3.069 1.432 2.578
H -0.825 1.337 -4.490
H 3.426 -4.195 3.607
H -2.389 5.716 1.833
H 2.335 0.236 -4.525
H 0.162 -2.492 -7.840
H 3.523 -2.042 4.860
H 3.289 -0.235 -0.194
H 0.973 -0.446 -6.764
H 0.368 -2.166 -2.896
H 2.784 2.915 4.495
H -3.967 -2.352 1.074
H -0.456 0.605 -1.887
H -3.650 -5.455 2.732
H 0.741 0.982 -4.459
H -1.867 -0.804 0.384
H -3.271 3.226 -0.797
H -0.559 -4.428 -6.447
H -3.068 -7.575 1.633
H -0.187 -0.876 4.207
*
```

These are the Löwdin partial charges, in e, on atoms 1 to 8: atom 1 (Ir): 1.4132, atom 2 (I): 0.9509, atom 3 (I): 1.0148, atom 4 (O): -0.3731, atom 5 (O): 0.1500, atom 6 (N): -0.0829, atom 7 (N): -0.0872, atom 8 (N): 0.1718

=====

Q: Number 3 is which compound?
A: C44H36I2IrN13O2

=====

Q: Which formula does entry 2 have?
A: C44H35FO18PS